[1]
A structure of composition C5H6HgO4 in a non-equilibrium geometry, computed with ωB97M-V with the def2-TZVPD basis set.

ORCA input file:
```
! wB97M-V def2-TZVPD RIJCOSX def2/J DEFGRID3
* xyz -1 2
C -3.12257 -1.59913 -0.70779
H -3.35608 -0.82425 -1.44994
H -3.59188 -2.58017 -0.86262
C -2.19667 -1.36064 0.23844
H -1.97202 -2.21791 0.89360
H -2.90666 0.92216 1.20562
C -1.86806 0.51860 1.16366
C -1.20823 0.27892 2.44156
O -2.13500 -0.14536 3.46682
C -1.73304 -0.19166 4.70403
O -1.15012 0.66547 5.33575
O -2.10169 -1.36582 5.23397
O -1.00920 1.08278 0.28792
H -0.55898 1.07814 2.81904
H -2.10148 -1.28260 6.19479
Hg 0.51633 -0.45809 0.00347
*
```

Computed properties:
DFT total energy (Eh): -648.37480
E_LUMO (alpha / beta) (eV): 2.86 / 2.83
HOMO energy (alpha / beta) (eV): -2.8839 / -2.9158

***

[2]
An isolated molecule of C4H4N2O in a non-equilibrium geometry, computed with ωB97M-V with the def2-TZVPD basis set.

ORCA input file:
```
! wB97M-V def2-TZVPD RIJCOSX def2/J DEFGRID3
* xyz 0 1
O 1.28585 1.21886 -0.66489
N 1.21358 0.27045 0.07256
C 0.94577 -1.01169 -0.34203
C -0.37248 -0.80149 -0.79234
C -0.96421 0.30812 -0.09015
C -0.45525 0.84819 0.99970
N 0.72547 0.36637 1.26982
H 1.81656 -1.64169 -0.50699
H -1.02772 -1.47118 -1.47402
H -2.11604 0.43249 -0.24719
H -1.05153 1.48157 1.77552
*
```

Computed properties:
DFT total energy (Eh): -339.30175
E_LUMO (alpha / beta) (eV): -1.14 / -1.15
HOMO energy (alpha / beta) (eV): -8.6416 / -8.6411
SMILES: [O-][n+]1ccccn1

***

[3]
A cluster of 2 separate species, INO3 in total in a non-equilibrium geometry, computed with ωB97M-V with the def2-TZVPD basis set.

ORCA input file:
```
! wB97M-V def2-TZVPD RIJCOSX def2/J DEFGRID3
* xyz 0 1
N -0.76415 -0.19276 0.00650
O -0.45164 -1.30230 0.01145
O -1.70954 0.47561 0.02703
O 0.64922 1.01694 0.01790
I 2.27610 0.00250 -0.06288
*
```

Computed properties:
DFT total energy (Eh): -577.97090
E_LUMO (eV): -1.12
HOMO energy (eV): -9.4280

***

[4]
A cluster of 2 separate species, CH2FPS in total in a non-equilibrium geometry, computed with ωB97M-V with the def2-TZVPD basis set.

ORCA input file:
```
! wB97M-V def2-TZVPD RIJCOSX def2/J DEFGRID3
* xyz 0 1
C -0.66661 -0.48672 -0.23546
F 1.16876 1.51103 0.04272
P 0.09054 0.68907 0.84931
S -2.04778 -1.17770 -0.22299
H 0.25610 -0.24442 -1.67866
H 1.19900 -0.29126 1.24507
*
```

Computed properties:
DFT total energy (Eh): -878.58953
E_LUMO (eV): -1.09
HOMO energy (eV): -8.7907

***

[5]
A structure of composition C41H46Br2CsN4O7PS2 in a non-equilibrium geometry, computed with ωB97M-V with the def2-TZVPD basis set.

ORCA input file:
```
! wB97M-V def2-TZVPD RIJCOSX def2/J DEFGRID3
* xyz -2 1
Cs -0.42821 1.87134 0.55040
Br -1.14064 3.39572 -4.62633
C -0.03267 4.39577 -3.34890
Br -0.71598 4.40294 -1.53288
H 0.01036 5.40926 -3.74834
H 0.95119 3.93143 -3.40563
O -0.29267 1.82801 7.64271
C -0.02457 2.72109 6.82071
O 0.48211 3.83106 7.03578
C -0.66643 2.51685 5.40900
C -1.30370 1.33119 5.07995
C -1.87623 1.19065 3.83254
N -1.85595 2.12411 2.89359
C -1.23926 3.28473 3.19840
C -0.64286 3.50807 4.42895
C -1.17528 4.37037 2.09390
O -0.63517 5.44424 2.35451
O -1.66016 4.00533 0.97309
H -1.34609 0.53749 5.81641
H -2.40132 0.27074 3.57652
H -0.16102 4.45348 4.64026
C 2.78348 4.93919 2.08149
N 3.02448 3.61532 1.55555
C 4.03354 3.25551 0.76714
S 5.10333 4.35992 0.05748
N 4.13971 1.93225 0.55521
C 5.01103 1.31651 -0.40736
H 3.11889 5.00272 3.11964
H 1.71483 5.16222 2.03819
H 3.34354 5.64992 1.47400
H 2.48418 2.86630 1.96235
H 3.41032 1.34514 0.95329
H 5.36259 2.06962 -1.11415
H 4.45784 0.53801 -0.93853
H 5.88382 0.85642 0.07208
C -4.51836 4.25206 -0.19111
S -4.37546 2.59451 0.51327
O -5.18880 2.56412 1.75288
C -5.34154 1.64485 -0.68222
C -5.96381 0.50648 -0.19410
C -6.59335 -0.36531 -1.06386
C -6.61381 -0.10800 -2.41747
C -6.00130 1.03222 -2.90910
C -5.36125 1.90976 -2.04614
H -5.56685 4.50767 -0.31342
H -3.97150 4.32948 -1.12037
H -4.02517 4.90508 0.51869
H -5.94961 0.31577 0.86295
H -7.05362 -1.25978 -0.67483
H -7.09655 -0.79564 -3.09936
H -6.00833 1.23975 -3.96818
H -4.86196 2.77967 -2.44713
C 7.09014 -4.45641 -2.09459
C 5.82740 -3.80555 -2.56226
C 5.51921 -3.81071 -3.91466
C 4.38208 -3.17465 -4.37570
C 3.51967 -2.58288 -3.47895
C 3.79422 -2.58744 -2.10845
N 2.86596 -1.97181 -1.27245
C 2.35459 -2.50128 -0.09627
C 2.41220 -3.87230 0.18133
C 1.87061 -4.36333 1.35323
C 1.26050 -3.51454 2.26643
C 1.20200 -2.16066 1.99448
C 1.72669 -1.64064 0.82328
C 1.59304 -0.16393 0.54145
O 1.79190 0.61550 1.50402
O 1.26557 0.17434 -0.62785
C 4.99584 -3.16441 -1.64417
C 5.45326 -3.04571 -0.23020
H 7.52702 -5.05973 -2.88793
H 6.92265 -5.10022 -1.23208
H 7.83634 -3.72019 -1.79030
H 6.18308 -4.30583 -4.60923
H 4.15198 -3.16118 -5.43323
H 2.60188 -2.11874 -3.81203
H 2.40594 -1.11070 -1.56607
H 2.87582 -4.53764 -0.52822
H 1.92002 -5.43010 1.55137
H 0.84029 -3.90624 3.18235
H 0.75338 -1.46762 2.69384
H 5.27962 -3.94831 0.35479
H 4.93960 -2.23940 0.28087
H 6.52028 -2.83217 -0.19719
C -2.33312 -0.04097 -2.07280
P -1.61602 -1.18649 -0.83171
C -0.78002 -2.37666 -1.94957
C -3.11686 -2.13282 -0.35659
C -3.83707 -2.95806 -1.21461
C -4.96329 -3.62732 -0.78036
C -5.39922 -3.47387 0.52667
C -4.70423 -2.64789 1.38907
C -3.56785 -1.98785 0.94813
H -2.91209 -0.55501 -2.84627
H -1.56209 0.55090 -2.55807
H -3.00316 0.65415 -1.57153
H -1.42608 -2.72824 -2.75713
H -0.40907 -3.23261 -1.38935
H 0.08107 -1.87810 -2.38827
H -3.51482 -3.07814 -2.23940
H -5.50578 -4.26755 -1.46329
H -6.28409 -3.99926 0.86975
H -5.03368 -2.51066 2.41065
H -3.02103 -1.34467 1.62755
*
```

Computed properties:
DFT total energy (Eh): -8641.73365
E_LUMO (eV): 3.13
HOMO energy (eV): -3.0095

***

[6]
An isolated molecule of C12H21N7O3 in a non-equilibrium geometry, computed with ωB97M-V with the def2-TZVPD basis set.

ORCA input file:
```
! wB97M-V def2-TZVPD RIJCOSX def2/J DEFGRID3
* xyz 0 1
H 5.31695 -2.19904 -1.23619
N 5.26993 -1.34987 -0.63933
C 4.16288 -1.18627 -0.07789
N 3.01531 -2.03633 -0.19597
N 4.01263 -0.09157 0.70491
C 2.91452 0.52670 1.41035
C 2.39165 1.75846 0.72391
C 1.63149 1.48658 -0.64110
C 0.22428 0.79277 -0.37737
N -0.53027 1.47723 0.64073
C -1.88356 1.66107 0.70885
O -2.42842 2.00526 1.74766
C -2.72317 1.61966 -0.60003
N -1.96668 2.41181 -1.59948
C -3.08521 0.28335 -1.23954
C -3.33193 -0.90282 -0.31609
C -3.17806 -0.94394 1.02326
N -3.57467 -2.21405 1.41040
C -3.93128 -2.92293 0.28990
N -3.79061 -2.22754 -0.78476
C 0.09785 -0.74869 -0.33578
O -0.02243 -1.36467 0.70492
O 0.62106 -1.37233 -1.42102
H 2.54584 -2.17413 0.68887
H 3.28681 -3.01245 -0.46853
H 4.76138 0.53168 0.57142
H 2.19296 -0.34273 1.46158
H 3.12278 0.59365 2.51653
H 1.65601 2.25774 1.34548
H 3.15177 2.43873 0.38948
H 1.42690 2.38388 -1.25545
H 2.18321 0.79711 -1.24302
H -0.31925 0.97216 -1.34529
H -0.16211 1.48651 1.60688
H -3.67164 2.11627 -0.23631
H -2.60915 2.84660 -2.22352
H -1.38500 3.11248 -1.15175
H -3.89658 0.42592 -1.96818
H -2.23812 0.05467 -1.92568
H -2.85405 -0.20779 1.74564
H -3.42892 -2.68395 2.31416
H -4.06928 -3.95058 0.27456
H 1.09420 -2.10862 -0.99723
*
```

Computed properties:
DFT total energy (Eh): -1078.87334
E_LUMO (eV): 0.55
HOMO energy (eV): -8.6620
SMILES: [H]/N=C(\N)NCCC[C@H](NC(=O)[C@@H](N)Cc1c[nH]cn1)C(=O)O

***

Q: Which energy above the lowest of the compared OMol25 structures with the same formula, charge and spin values were calculated for the entries above? A: 2.595 7.617 0.814 3.101 1.526 2.236, in eV.